Here is C5H5NO in the gas phase at a distorted geometry from the Open Molecules 2025 dataset. Energies are from ωB97M-V with the def2-TZVPD basis set.

Each line ends with the Löwdin charge.
Cartesian coordinates (Å):
C  -0.5423  -0.3485  0.0469  -0.315
C  -0.0425  1.0381  0.0809  -0.031
C  1.3011  0.9784  -0.0807  -0.064
C  1.7362  -0.4542  0.0032  -0.076
C  0.6434  -1.2808  -0.0005  -0.013
H  -3.4909  -0.1661  -0.0523  0.120
H  -0.6516  1.9332  0.0823  0.103
H  1.9687  1.8050  -0.0819  0.087
H  2.7869  -0.7219  0.0863  0.094
H  0.6622  -2.3609  -0.0527  0.098
N  -1.7461  -0.7189  -0.0086  0.032
O  -2.6251  0.2965  -0.0231  -0.034

Output
Relative energy (zero: lowest compared OMol25 entry of this formula, charge and spin): 62.5 kcal per mole
Electronic energy: -8800.7088 eV
SMILES string: ON=C1C=CC=C1
Multiplicity: 1